The following is a DFT calculation (ωB97M-V/def2-TZVPD) of a 18-piece molecular cluster, C72H177N3O18 overall at a distorted geometry.

Last columns: bonded neighbours and bond lengths (Å).
CARTESIAN COORDINATES (ANGSTROEM)
1 H 5.31703 0.90442 8.10035  C158 1.139
2 H -8.06895 2.49994 -4.61664  C242 1.131
3 H -0.75347 3.32941 0.70879  C167 1.117
4 H 3.63145 4.72565 2.64993  O251 0.998
5 H 3.88170 4.52409 0.24347  C162 1.101
6 C -4.27715 4.77254 -3.24388  H49 1.101, C117 1.523, H166 1.111, H238 1.096
7 H 4.49649 -1.18010 6.12772  O136 0.961
8 H 3.94531 -6.68252 3.70725  C10 1.084
9 H -3.22428 -1.39334 1.23029  C204 1.074
10 C 3.90292 -6.63416 2.62492  H8 1.084, H81 1.078, C151 1.529, H254 1.131
11 C -4.45854 -6.61579 0.40202  C47 1.609, H92 1.089, H137 1.081, H181 1.065
12 H -3.07351 -0.56707 -5.56339  C43 1.077
13 H 5.47718 -2.89600 -2.74291  C23 1.138
14 H 4.91595 2.26378 7.02766  C158 1.104
15 C 5.42210 -1.23094 0.10251  H75 1.121, C99 1.563, H150 1.066, H231 1.072
16 O -5.67589 -1.74599 1.78074  H36 0.968, C134 1.390
17 H 1.60607 0.88103 -7.98351  C68 1.110
18 H 2.17004 0.04650 -6.48000  C68 1.076
19 C -1.61069 -3.54126 -5.30714  H70 1.110, C125 1.500, H216 1.075, H228 1.092
20 H 3.69141 -1.53492 -2.75865  C44 1.071
21 H -3.48978 -0.67763 -1.87287  C154 1.041
22 H -0.88603 2.39401 -7.50644  C155 1.089
23 C 4.80937 -3.71378 -3.16881  H13 1.138, H26 1.111, H95 1.148, C199 1.490
24 H -1.25984 1.69833 0.39191  C167 1.066
25 O -0.44386 -0.37931 -0.73481  H53 0.962, C218 1.453
26 H 5.26706 -4.67131 -2.83955  C23 1.111
27 H 5.34357 2.86519 -0.49241  C78 1.101
28 H -6.45458 4.36257 -7.39042  C189 1.090
29 H 3.04146 -2.03701 -4.28230  C44 1.092
30 C 1.94517 4.39898 4.94900  N87 1.558, C180 1.611, C185 1.517, C241 1.562
31 C 1.61193 -0.98777 0.41369  H71 1.085, H143 1.095, C218 1.488, H260 1.130
32 C 1.52985 6.39894 3.26946  C56 1.546, C62 1.569, N87 1.487, C147 1.579
33 H -7.33522 2.79283 -7.23646  C189 1.091
34 C -3.00032 -4.52898 -3.47275  H50 1.112, H116 1.049, C125 1.533, C264 1.549
35 H -0.70486 4.41132 -3.41309  C192 1.113
36 H -5.34293 -2.47464 1.23733  O16 0.968
37 H 4.57181 -3.58963 0.22523  O128 0.977
38 O -5.72902 5.78407 -5.42260  H41 0.976, N243 1.395
39 H 2.68058 -5.39782 1.29447  C151 1.066
40 H -4.32704 3.62072 -6.48421  C229 1.113
41 H -4.84376 5.39710 -5.56152  O38 0.976
42 H -5.10568 -4.69740 -3.61368  C264 1.078
43 C -3.78747 -1.25916 -5.14973  H12 1.077, H76 1.077, C186 1.515, H248 1.107
44 C 2.95124 -2.16984 -3.20196  H20 1.071, H29 1.092, H146 1.070, C199 1.490
45 C -4.63348 -2.61439 -3.23860  H109 1.093, H126 1.054, C186 1.565, C264 1.513
46 C -2.44184 -5.13922 1.23266  C47 1.522, H113 1.124, H214 1.083, H249 1.130
47 C -3.94795 -5.22627 1.03188  C11 1.609, C46 1.522, H94 1.103, O224 1.428
48 C -6.30282 3.52646 -5.44348  C189 1.535, C229 1.476, C242 1.553, N243 1.513
49 H -3.74218 3.82665 -3.42201  C6 1.101
50 H -2.99029 -4.76751 -2.38702  C34 1.112
51 H 3.01037 2.32529 0.30068  C165 1.087
52 C 0.37559 1.18334 -6.18722  C68 1.569, O93 1.469, C155 1.529, H270 1.091
53 H 0.11991 0.31075 -1.09621  O25 0.962
54 H 6.09192 2.69887 1.09967  C78 1.102
55 C 1.76650 -1.34995 6.92935  H97 1.129, H153 1.078, H211 1.100, C220 1.503
56 C 1.75317 6.76772 1.78514  C32 1.546, H57 1.084, H123 1.080, H190 1.055
57 H 2.68111 6.32710 1.43884  C56 1.084
58 H -4.23843 -3.77978 -4.93094  C264 1.062
59 H 0.01874 -1.30423 4.57844  C253 1.084
60 H 6.37266 -2.86243 3.06078  C252 1.081
61 H 6.26312 4.26861 0.22284  C78 1.066
62 C 0.08096 6.83586 3.68264  C32 1.569, H66 1.087, H98 1.111, H221 1.073
63 H -7.16198 6.60005 -3.01422  C234 1.092
64 C 5.73736 0.33355 6.05936  H90 1.102, O136 1.433, C158 1.543, C208 1.535
65 H -0.99007 0.50913 6.03132  C198 1.124
66 H -0.12615 7.14361 4.70446  C62 1.087
67 C -0.75005 1.41978 2.85098  H115 1.096, C144 1.537, H174 1.122, H227 1.085
68 C 1.31615 0.30197 -7.08219  H17 1.110, H18 1.076, C52 1.569, H170 1.081
69 H -2.00339 4.31656 2.34046  O121 0.957
70 H -0.79307 -2.79674 -5.40358  C19 1.110
71 H 2.16027 -0.28439 -0.20372  C31 1.085
72 H 0.11977 5.20389 5.73688  C185 1.078
73 H 6.09884 0.04127 -3.44109  C247 1.073
74 H -5.53797 7.06254 -2.96076  C234 1.096
75 H 5.16571 -1.77673 -0.84283  C15 1.121
76 H -3.89531 -2.03821 -5.88528  C43 1.077
77 C 4.61371 1.18217 -4.50485  C140 1.514, H152 1.095, O207 1.444, C247 1.535
78 C 5.63665 3.42674 0.40832  H27 1.101, H54 1.102, H61 1.066, C162 1.534
79 H 0.10649 -3.22802 0.91440  C176 1.127
80 H 1.65249 -3.33541 6.16952  C220 1.090
81 H 3.84633 -7.55801 2.07325  C10 1.078
82 H -2.77766 2.05617 2.58496  C144 1.084
83 H 1.65714 4.82620 -2.00585  C85 1.090
84 C -0.06795 -8.00117 -2.28867  H103 1.140, C104 1.514, O148 1.432, C223 1.538
85 C 1.53510 3.78708 -1.69938  H83 1.090, H122 1.094, H175 1.089, C183 1.484
86 H -0.51040 -1.76373 1.73100  C176 1.107
87 N 1.84586 4.96399 3.50095  C30 1.558, C32 1.487, O132 1.411
88 H -2.69559 -0.75195 4.95241  C161 1.102
89 H 0.73203 -5.30237 2.70140  C210 1.097
90 H 5.46061 0.59601 5.02515  C64 1.102
91 H 7.54411 0.04171 7.17906  C208 1.081
92 H -4.36326 -6.60225 -0.68248  C11 1.089
93 O 0.18058 0.63744 -4.83736  C52 1.469, H257 0.982
94 H -4.45313 -5.21803 2.01234  C47 1.103
95 H 4.86333 -3.57653 -4.30690  C23 1.148
96 H -3.23127 0.34882 1.03174  C204 1.086
97 H 0.84495 -1.51657 7.55968  C55 1.129
98 H -0.37751 7.64135 3.07001  C62 1.111
99 C 5.87367 -2.36255 1.08087  C15 1.563, O128 1.414, C252 1.534, H261 1.123
100 H -0.29300 -4.98966 -3.37480  C177 1.135
101 H 7.48799 1.54733 6.22522  C208 1.067
102 O 2.81072 -2.06789 4.93947  H209 0.968, C220 1.428
103 H 0.03893 -7.28244 -1.41061  C84 1.140
104 C 0.05244 -9.40146 -1.72460  C84 1.514, H133 1.133, H225 1.081, H250 1.086
105 H 2.15180 8.34958 3.96415  C147 1.084
106 H 0.62863 -2.09444 -1.06424  C218 1.072
107 H -5.55383 1.56497 1.69393  C178 1.089
108 H 3.99537 5.11917 5.04171  C180 1.140
109 H -4.52164 -2.71492 -2.15583  C45 1.093
110 H -6.16546 3.70872 -1.53307  C245 1.076
111 H -7.97729 4.31300 -6.42460  C189 1.117
112 H -4.03721 0.17238 5.70410  C161 1.077
113 H -2.11606 -6.04792 1.80843  C46 1.124
114 H -6.99782 1.63261 -2.64234  C255 1.063
115 H -0.55086 1.52654 3.92376  C67 1.096
116 H -2.80158 -5.44043 -3.95186  C34 1.049
117 C -5.79891 4.81397 -3.29656  C6 1.523, C234 1.581, N243 1.470, C245 1.493
118 H 7.76808 -0.02694 5.46388  C208 1.081
119 H 6.77903 -1.16357 2.61329  C252 1.087
120 H 5.23317 2.43547 -2.88060  C140 1.080
121 O -1.64284 3.67211 2.94925  H69 0.957, C144 1.449
122 H 1.06434 3.81397 -0.71178  C85 1.094
123 H 0.86439 6.48133 1.24242  C56 1.080
124 H -3.90809 -1.57168 5.90650  C161 1.100
125 C -1.87943 -3.54724 -3.83163  C19 1.500, C34 1.533, C177 1.555, N200 1.521
126 H -5.61629 -2.26489 -3.39005  C45 1.054
127 H 3.96588 1.79272 1.63647  C165 1.066
128 O 5.08378 -3.53548 1.05508  H37 0.977, C99 1.414
129 H -7.01768 0.52742 1.87252  C178 1.068
130 H -2.94972 0.46368 -3.07458  C154 1.161
131 H -6.14294 6.21254 -1.60054  C234 1.094
132 O 1.05045 4.11388 2.70316  N87 1.411, H197 1.003
133 H -0.10618 -10.24163 -2.46753  C104 1.133
134 C -5.17868 -0.51716 1.36348  O16 1.390, C178 1.553, H202 1.115, C204 1.514
135 H 0.84956 3.83511 6.72179  C185 1.095
136 O 5.42235 -1.03600 6.34037  H7 0.961, C64 1.433
137 H -5.46624 -6.90709 0.66505  C11 1.081
138 H -3.32601 -0.39383 2.59884  C204 1.091
139 O 3.01581 -4.40203 2.95489  C151 1.447, H193 0.950
140 C 4.86948 2.54293 -3.89153  C77 1.514, H120 1.080, H201 1.069, H265 1.117
141 H -5.10038 2.06015 -6.30160  C229 1.105
142 H 2.45624 -4.30019 -1.17404  O212 0.984
143 H 2.34597 -1.75373 0.68291  C31 1.095
144 C -1.79322 2.39441 2.28203  C67 1.537, H82 1.084, O121 1.449, C167 1.477
145 H 1.90245 2.36173 4.33188  C241 1.081
146 H 1.93157 -1.97070 -2.94793  C44 1.070
147 C 2.49508 7.33014 4.10183  C32 1.579, H105 1.084, C226 1.542, H230 1.096
148 O -1.37170 -7.78915 -2.84252  C84 1.432, H219 0.958
149 H 0.45618 -2.88405 4.08190  C253 1.127
150 H 6.22161 -0.53606 -0.01811  C15 1.066
151 C 2.75080 -5.67562 2.32092  C10 1.529, H39 1.066, O139 1.447, C210 1.479
152 H 3.82288 0.67216 -3.94463  C77 1.095
153 H 2.60710 -1.51590 7.58367  C55 1.078
154 C -3.74625 -0.34313 -2.82437  H21 1.041, H130 1.161, C186 1.538, H213 1.061
155 C -0.98011 1.67539 -6.69376  H22 1.089, C52 1.529, H191 1.138, H266 1.124
156 H 0.45235 -7.29396 -4.30966  C223 1.085
157 H -1.13467 -0.76286 -2.83058  O184 0.975
158 C 4.91168 1.16039 7.06702  H1 1.139, H14 1.104, C64 1.543, H205 1.098
159 H 5.09191 -1.53876 2.86226  C252 1.091
160 H -2.24388 1.60462 6.76525  C198 1.092
161 C -3.33722 -0.63426 5.84010  H88 1.102, H112 1.077, H124 1.100, C269 1.528
162 C 4.32463 3.90860 1.04158  H5 1.101, C78 1.534, C165 1.527, O251 1.385
163 H 3.02746 2.63796 5.70364  C241 1.082
164 H -5.25802 -4.42213 -0.11258  O224 0.976
165 C 3.48180 2.64861 1.22526  H51 1.087, H127 1.066, C162 1.527, H206 1.067
166 H -3.73369 5.47697 -3.90880  C6 1.111
167 C -1.59665 2.60795 0.83422  H3 1.117, H24 1.066, C144 1.477, H196 1.111
168 H 0.09351 3.48834 5.13140  C185 1.133
169 O -1.79615 -1.55824 7.58752  H171 0.986, C269 1.421
170 H 0.83614 -0.57967 -7.48284  C68 1.081
171 H -2.39321 -2.34201 7.54716  O169 0.986
172 H 1.28114 3.08696 -3.69589  C183 1.127
173 H -7.53797 4.04174 -2.55220  C245 1.077
174 H 0.24016 1.60287 2.35659  C67 1.122
175 H 2.54175 3.38999 -1.57815  C85 1.089
176 C -0.48166 -2.28055 0.75220  H79 1.127, H86 1.107, H195 1.057, C218 1.523
177 C -0.56419 -3.92387 -3.09299  H100 1.135, C125 1.555, H236 1.092, H267 1.085
178 C -5.97002 0.62560 2.05554  H107 1.089, H129 1.068, C134 1.553, H262 1.132
179 H -1.32414 2.80960 -3.40639  C192 1.077
180 C 3.04583 5.36265 5.62297  C30 1.611, H108 1.140, C226 1.523, H240 1.068
181 H -3.85956 -7.39383 0.81465  C11 1.065
182 H 1.57549 -6.44693 3.92264  C210 1.147
183 C 0.76745 3.00016 -2.69610  C85 1.484, H172 1.127, C192 1.511, O268 1.458
184 O -1.20262 -1.29607 -3.64390  H157 0.975, N200 1.417
185 C 0.65364 4.26710 5.73462  C30 1.517, H72 1.078, H135 1.095, H168 1.133
186 C -3.53699 -1.59432 -3.69389  C43 1.515, C45 1.565, C154 1.538, N200 1.435
187 H 3.51539 7.41400 6.01839  C226 1.130
188 H 2.79821 -4.29787 -3.24937  C199 1.059
189 C -7.07824 3.73589 -6.75207  H28 1.090, H33 1.091, C48 1.535, H111 1.117
190 H 1.97945 7.79801 1.75481  C56 1.055
191 H -1.55151 2.08741 -5.79993  C155 1.138
192 C -0.66613 3.45353 -2.84783  H35 1.113, H179 1.077, C183 1.511, H258 1.072
193 H 3.81098 -4.00953 2.61327  O139 0.950
194 H 4.65220 1.79118 -6.31778  O207 0.941
195 H -1.49210 -2.30149 0.44372  C176 1.057
196 H -2.46892 3.06776 0.32142  C167 1.111
197 H 0.06971 4.12658 2.91221  O132 1.003
198 C -1.60289 0.73948 6.94503  H65 1.124, H160 1.092, H217 1.081, C269 1.514
199 C 3.37816 -3.53771 -2.79419  C23 1.490, C44 1.490, H188 1.059, O212 1.472
200 N -2.27380 -2.16757 -3.32824  C125 1.521, O184 1.417, C186 1.435
201 H 4.01286 3.17949 -3.95067  C140 1.069
202 H -5.29506 -0.30991 0.27389  C134 1.115
203 H -6.65779 1.42751 -5.11573  C242 1.128
204 C -3.67921 -0.48148 1.57035  H9 1.074, H96 1.086, C134 1.514, H138 1.091
205 H 3.86910 0.81646 7.06924  C158 1.098
206 H 2.67198 2.79315 1.90444  C165 1.067
207 O 4.08175 1.21008 -5.84672  C77 1.444, H194 0.941
208 C 7.25106 0.50697 6.24870  C64 1.535, H91 1.081, H101 1.067, H118 1.081
209 H 2.84868 -2.73964 4.24351  O102 0.968
210 C 1.43872 -6.13229 2.82848  H89 1.097, C151 1.479, H182 1.147, H263 1.093
211 H 1.67666 -0.34246 6.49678  C55 1.100
212 O 3.16866 -3.64248 -1.34078  H142 0.984, C199 1.472
213 H -4.71467 0.07521 -2.93314  C154 1.061
214 H -2.00242 -5.11288 0.24345  C46 1.083
215 H 0.59246 1.09213 -3.07110  O268 0.968
216 H -2.44759 -3.37474 -5.96133  C19 1.075
217 H -1.02291 0.97186 7.82682  C198 1.081
218 C 0.36248 -1.47749 -0.22887  O25 1.453, C31 1.488, H106 1.072, C176 1.523
219 H -1.99598 -7.71956 -2.11874  O148 0.958
220 C 1.68430 -2.31710 5.78172  C55 1.503, H80 1.090, O102 1.428, C253 1.545
221 H -0.50248 5.93957 3.59833  C62 1.073
222 H -5.36893 2.00078 -3.13211  C255 1.091
223 C 0.92798 -7.69211 -3.41939  C84 1.538, H156 1.085, H239 1.121, H259 1.082
224 O -4.42624 -4.10568 0.28735  C47 1.428, H164 0.976
225 H 0.93851 -9.53482 -1.11993  C104 1.081
226 C 2.66366 6.83527 5.55214  C147 1.542, C180 1.523, H187 1.130, H232 1.070
227 H -1.10635 0.41478 2.64880  C67 1.085
228 H -1.17396 -4.51509 -5.53721  C19 1.092
229 C -4.95647 3.02602 -5.78521  H40 1.113, C48 1.476, H141 1.105, H233 1.141
230 H 3.51612 7.38215 3.70712  C147 1.096
231 H 4.56538 -0.65972 0.40098  C15 1.072
232 H 1.74260 7.01535 6.06676  C226 1.070
233 H -4.24801 2.78998 -4.92287  C229 1.141
234 C -6.18900 6.22260 -2.69383  H63 1.092, H74 1.096, C117 1.581, H131 1.094
235 H -0.47874 -2.56279 5.62452  C253 1.085
236 H 0.33331 -3.41024 -3.44522  C177 1.092
237 H 6.72445 0.79395 -4.86117  C247 1.093
238 H -4.00501 5.09628 -2.23232  C6 1.096
239 H 1.78987 -7.08286 -3.04287  C223 1.121
240 H 3.27309 4.99986 6.60181  C180 1.068
241 C 2.64642 3.01597 4.76382  C30 1.562, H145 1.081, H163 1.082, H244 1.104
242 C -6.94316 2.38929 -4.60103  H2 1.131, C48 1.553, H203 1.128, C255 1.523
243 N -6.36967 4.81404 -4.65097  O38 1.395, C48 1.513, C117 1.470
244 H 3.50963 3.05629 4.07638  C241 1.104
245 C -6.50715 3.72961 -2.55363  H110 1.076, C117 1.493, H173 1.077, C255 1.529
246 H 5.67146 -0.65267 -5.00592  C247 1.092
247 C 5.85123 0.27486 -4.45854  H73 1.073, C77 1.535, H237 1.093, H246 1.092
248 H -4.75139 -0.71655 -5.20416  C43 1.107
249 H -2.22598 -4.17066 1.77252  C46 1.130
250 H -0.72834 -9.62443 -1.00333  C104 1.086
251 O 4.51150 4.67232 2.18177  H4 0.998, C162 1.385
252 C 6.04732 -1.96503 2.55259  H60 1.081, C99 1.534, H119 1.087, H159 1.091
253 C 0.35182 -2.24445 5.00377  H59 1.084, H149 1.127, C220 1.545, H235 1.085
254 H 4.84574 -6.11807 2.27383  C10 1.131
255 C -6.40648 2.33653 -3.17675  H114 1.063, H222 1.091, C242 1.523, C245 1.529
256 H -3.24889 -0.19351 7.94184  C269 1.108
257 H -0.58500 0.02348 -4.81083  O93 0.982
258 H -1.07469 3.56493 -1.86280  C192 1.072
259 H 1.35149 -8.63213 -3.74653  C223 1.082
260 H 1.42111 -0.40687 1.36357  C31 1.130
261 H 6.88712 -2.59811 0.65944  C99 1.123
262 H -5.80742 0.60969 3.17567  C178 1.132
263 H 1.06301 -6.99882 2.27798  C210 1.093
264 C -4.37586 -3.95422 -3.89245  C34 1.549, H42 1.078, C45 1.513, H58 1.062
265 H 5.69981 3.02808 -4.46036  C140 1.117
266 H -1.54949 0.79537 -7.10074  C155 1.124
267 H -0.76096 -3.76048 -2.03829  C177 1.085
268 O 0.82663 1.60281 -2.28276  C183 1.458, H215 0.968
269 C -2.53834 -0.43655 7.12755  C161 1.528, O169 1.421, C198 1.514, H256 1.108
270 H 0.96799 2.09330 -6.08062  C52 1.091

Summary:
Energy   -118854.561 eV
HOMO   -8.615 eV
Lowest unoccupied orbital energy   0.23 eV

Results of the Löwdin charge analysis, in e, for atoms 1 through 4:
1 H 0.102
2 H 0.140
3 H 0.091
4 H 0.056